Record 1
115
Properties=species:S:1:pos:R:3 method="wB97M-V/def2-TZVPD" fmax_ev_per_a=0.49 mol_weight_g_mol=873.54 orbital_gap_ev=6.755 energy_ev=-130537.4908 lumo_ev=0.14
Sr -1.484 -0.695 0.007
N -4.053 -1.066 0.657
C -4.510 -2.144 -0.244
C -3.692 -3.412 -0.076
N -2.291 -3.320 -0.518
C -2.182 -3.399 -1.987
C -0.792 -3.072 -2.532
N -0.379 -1.699 -2.214
C -1.502 -4.380 0.126
C -0.983 -3.980 1.492
N -0.144 -2.783 1.379
H -4.309 -1.257 1.616
H -4.514 -0.197 0.401
H -4.418 -1.764 -1.260
H -5.563 -2.392 -0.087
H -4.208 -4.227 -0.608
H -3.688 -3.690 0.982
H -2.891 -2.690 -2.417
H -2.469 -4.404 -2.336
H -0.819 -3.265 -3.609
H -0.043 -3.751 -2.126
H -0.886 -1.053 -2.812
H 0.617 -1.542 -2.346
H -0.643 -4.616 -0.501
H -2.088 -5.305 0.206
H -0.455 -4.837 1.922
H -1.814 -3.756 2.164
H 0.716 -3.002 0.884
H 0.136 -2.446 2.295
C 3.626 -2.548 1.603
C 3.842 -2.930 0.136
C 2.587 -3.557 -0.478
C 4.444 -1.798 -0.692
C 5.815 -1.871 -0.930
C 6.487 -0.889 -1.634
C 5.771 0.175 -2.152
C 4.397 0.292 -1.972
C 3.705 1.486 -2.624
C 2.582 1.103 -3.598
C 3.230 2.554 -1.632
C 3.735 -0.687 -1.199
N 2.330 -0.555 -1.073
C 1.732 0.072 -0.132
C 2.113 0.725 1.105
C 3.454 1.033 1.418
C 3.797 1.755 2.532
C 2.768 2.209 3.369
C 1.455 1.918 3.110
C 1.050 1.121 1.993
N -0.240 0.748 1.794
C -1.212 1.483 2.531
C -1.635 2.743 2.029
C -2.620 3.456 2.705
C -3.199 2.972 3.864
C -2.785 1.748 4.357
C -1.803 0.988 3.720
C -1.507 -0.361 4.381
C -0.045 -0.763 4.569
C -2.311 -1.476 3.710
C -1.012 3.364 0.786
C -2.053 3.991 -0.143
C 0.034 4.422 1.160
H 3.312 -3.423 2.183
H 2.880 -1.765 1.715
H 4.549 -2.166 2.046
H 4.606 -3.711 0.139
H 1.764 -2.844 -0.500
H 2.281 -4.434 0.106
H 2.771 -3.884 -1.504
H 6.366 -2.717 -0.532
H 7.557 -0.957 -1.785
H 6.285 0.938 -2.728
H 4.486 1.956 -3.228
H 1.707 0.734 -3.070
H 2.912 0.330 -4.296
H 2.282 1.981 -4.178
H 2.365 2.226 -1.055
H 2.938 3.456 -2.178
H 4.018 2.824 -0.925
H 0.675 0.169 -0.329
H 4.237 0.711 0.748
H 4.833 1.985 2.746
H 3.008 2.805 4.244
H 0.693 2.292 3.781
H -2.935 4.419 2.320
H -3.960 3.544 4.381
H -3.226 1.364 5.272
H -1.917 -0.273 5.390
H 0.474 -0.906 3.623
H 0.006 -1.691 5.149
H 0.506 0.001 5.117
H -2.034 -1.581 2.660
H -3.380 -1.256 3.758
H -2.139 -2.438 4.203
H -0.514 2.569 0.234
H -2.531 4.863 0.311
H -2.827 3.274 -0.424
H -1.570 4.337 -1.060
H -0.433 5.239 1.722
H 0.478 4.847 0.255
H 0.836 4.007 1.769
Br -1.151 5.419 -4.750
C -2.239 3.874 -4.591
C -3.246 3.651 -5.516
C -4.032 2.512 -5.395
C -3.809 1.613 -4.363
C -2.803 1.857 -3.437
C -2.010 2.994 -3.550
C -2.543 0.893 -2.307
O -3.083 -0.249 -2.339
O -1.760 1.263 -1.386
H -3.411 4.356 -6.320
H -4.821 2.331 -6.115
H -4.404 0.715 -4.260
H -1.226 3.168 -2.826


Record 2
131
Properties=species:S:1:pos:R:3 method="wB97M-V/def2-TZVPD" total_charge=+1 fmax_ev_per_a=4.54 mol_weight_g_mol=1001.97 orbital_gap_ev=7.584 energy_ev=-100046.5799 lumo_ev=-3.71
N -1.104 1.135 2.343
N -1.380 2.487 2.712
C -2.097 3.244 1.597
F -1.319 4.364 1.154
F -2.363 2.392 0.478
C -3.491 3.741 2.251
C -3.462 5.087 3.022
C -4.829 5.531 3.659
C -6.072 4.596 3.497
C -6.047 3.252 2.740
C -7.284 2.250 2.587
F -6.776 0.946 2.292
F -7.939 2.202 3.835
F -8.107 2.625 1.508
C -4.714 2.815 2.085
H -2.049 0.693 2.352
H -0.623 0.696 3.157
H -2.002 2.428 3.547
H -0.521 3.016 2.948
H -2.507 5.720 3.139
H -4.835 6.506 4.240
H -7.036 4.958 3.982
H -4.617 1.842 1.489
O -0.024 -1.397 0.428
C -0.128 -0.846 -0.641
O 0.672 -1.103 -1.708
C 0.347 -0.199 -2.774
C -1.062 0.260 -2.488
C -1.111 0.241 -0.975
H 1.064 0.628 -2.761
H 0.422 -0.717 -3.731
H -1.294 1.233 -2.922
H -1.777 -0.466 -2.887
H -0.762 1.181 -0.545
H -2.108 -0.005 -0.608
O -2.306 0.950 -5.994
C -1.714 1.998 -6.056
O -0.924 2.483 -5.060
C -0.465 3.794 -5.416
C -0.574 3.859 -6.921
C -1.770 2.972 -7.200
H -1.102 4.533 -4.920
H 0.563 3.928 -5.075
H -0.684 4.876 -7.301
H 0.320 3.423 -7.377
H -2.710 3.527 -7.149
H -1.676 2.460 -8.157
O 6.682 -2.863 0.207
C 5.579 -2.773 -0.271
O 4.869 -1.612 -0.331
C 3.564 -1.883 -0.857
C 3.704 -3.176 -1.624
C 4.772 -3.908 -0.840
H 2.862 -1.968 -0.022
H 3.250 -1.059 -1.500
H 2.771 -3.726 -1.710
H 4.068 -2.970 -2.636
H 4.348 -4.491 -0.019
H 5.383 -4.540 -1.484
O 6.560 3.035 -1.359
C 7.284 2.128 -1.031
O 8.638 2.148 -1.167
C 9.172 0.874 -0.783
C 8.123 0.259 0.113
C 6.837 0.809 -0.462
H 9.347 0.282 -1.686
H 10.122 1.016 -0.264
H 8.162 -0.832 0.134
H 8.251 0.621 1.138
H 6.452 0.184 -1.270
H 6.080 0.950 0.310
O -7.826 2.952 -5.822
C -7.105 2.046 -5.495
O -5.752 2.059 -5.641
C -5.219 0.787 -5.255
C -6.263 0.177 -4.348
C -7.553 0.730 -4.918
H -5.051 0.190 -6.156
H -4.267 0.928 -4.743
H -6.227 -0.913 -4.322
H -6.127 0.544 -3.325
H -7.946 0.103 -5.722
H -8.305 0.878 -4.142
O 4.288 -6.851 -1.986
C 3.187 -6.759 -2.464
O 2.476 -5.598 -2.523
C 1.171 -5.868 -3.050
C 1.312 -7.161 -3.819
C 2.380 -7.893 -3.035
H 0.469 -5.954 -2.215
H 0.857 -5.043 -3.692
H 0.375 -7.714 -3.906
H 1.676 -6.953 -4.830
H 1.956 -8.477 -2.214
H 2.991 -8.524 -3.680
O -0.010 0.422 4.970
C 0.738 -0.483 5.280
O 2.080 -0.438 5.122
C 2.646 -1.706 5.484
C 1.625 -2.349 6.391
C 0.320 -1.814 5.842
H 2.816 -2.284 4.572
H 3.601 -1.552 5.988
H 1.683 -3.438 6.401
H 1.764 -1.995 7.417
H -0.068 -2.437 5.032
H -0.427 -1.692 6.626
O -10.248 -4.457 3.023
C -9.647 -3.417 2.968
O -8.846 -2.946 3.964
C -8.377 -1.639 3.618
C -8.493 -1.560 2.113
C -9.698 -2.432 1.831
H -9.004 -0.897 4.122
H -7.346 -1.518 3.955
H -8.594 -0.540 1.742
H -7.605 -2.002 1.649
H -10.632 -1.868 1.890
H -9.613 -2.937 0.870
O 9.536 1.345 6.518
C 9.431 1.892 5.452
O 10.235 1.638 4.383
C 9.907 2.538 3.319
C 8.495 2.993 3.602
C 8.443 2.976 5.115
H 10.621 3.367 3.331
H 9.985 2.020 2.361
H 8.260 3.966 3.165
H 7.783 2.264 3.202
H 8.788 3.919 5.545
H 7.448 2.727 5.481